[1]
Density functional theory data (the ωB97M-V functional and the def2-TZVPD basis) for a 7-piece molecular cluster, C14H43NO7 overall at a distorted geometry.

The value obtained for the calculated total energy is -31035.1655 eV. Its HOMO-LUMO gap is 9.295 eV. As for the energy above the lowest of the compared OMol25 structures with the same formula, charge and spin: 1.773 eV. As for the multiplicity: 1.

```
65
Properties=species:S:1:pos:R:3:mulliken_charge:R:1
C -1.166 -3.283 -0.155 -0.51
O -2.167 -2.670 -1.023 -0.25
C -3.522 -2.949 -0.583 -0.93
C -3.906 -2.099 0.630 0.92
C -5.166 -2.641 1.315 -1.53
N -4.064 -0.761 0.085 -0.83
H -1.309 -3.219 0.924 0.36
H -0.267 -2.682 -0.299 -0.02
H -1.003 -4.298 -0.517 0.32
H -4.188 -2.822 -1.435 0.41
H -3.468 -4.021 -0.375 0.37
H -3.122 -2.149 1.392 0.13
H -5.437 -2.068 2.200 0.37
H -5.014 -3.666 1.659 0.37
H -5.904 -2.741 0.518 0.33
H -3.964 -0.078 0.829 0.33
H -3.153 -0.590 -0.330 0.25
C -0.648 3.093 -0.876 -1.00
C -1.707 2.024 -0.986 -0.35
O -1.604 0.916 -0.106 0.33
H -0.793 3.844 -1.650 0.41
H 0.374 2.706 -0.898 0.08
H -0.614 3.521 0.129 0.23
H -1.726 1.587 -1.987 0.40
H -2.682 2.489 -0.830 0.44
H -0.702 0.581 -0.116 -0.13
C 3.200 1.690 -2.042 -0.17
C 4.554 1.253 -2.671 -0.43
O 5.171 0.220 -1.910 -0.55
H 3.215 1.195 -1.071 -0.18
H 2.363 1.327 -2.636 -0.03
H 3.216 2.771 -1.916 0.50
H 5.288 2.059 -2.666 0.28
H 4.460 0.936 -3.711 0.22
H 4.923 -0.647 -2.241 0.32
C -1.169 2.105 2.962 -0.66
C -2.550 2.638 2.610 -0.43
O -3.381 1.650 1.993 -0.66
H -0.713 2.485 3.877 0.46
H -0.419 2.274 2.187 0.01
H -1.258 1.025 3.095 0.21
H -2.551 3.452 1.883 0.29
H -2.950 3.020 3.549 0.33
H -3.007 1.509 1.115 0.18
C 1.756 -1.257 -4.229 -1.22
C 0.914 -1.230 -2.933 0.34
O 1.877 -1.598 -1.954 -0.52
H 1.102 -1.020 -5.071 0.41
H 2.273 -2.209 -4.344 0.33
H 2.522 -0.483 -4.303 0.14
H 0.078 -1.923 -3.026 0.28
H 0.619 -0.194 -2.757 -0.01
H 1.722 -1.036 -1.189 0.24
C 4.050 1.164 2.693 -0.61
C 3.381 0.056 3.466 -0.28
O 2.772 -0.885 2.627 -0.44
H 3.815 1.010 1.640 -0.07
H 5.124 1.044 2.822 0.33
H 3.648 2.107 3.059 0.27
H 2.613 0.443 4.140 0.31
H 4.186 -0.427 4.023 0.29
H 2.722 -1.673 3.176 0.25
O 1.008 -0.192 0.381 -0.57
H 1.789 -0.688 0.648 0.31
H 0.559 0.002 1.208 0.06
```

=====

[2]
Density functional theory data (the ωB97M-V functional and the def2-TZVPD basis) for a 2-piece molecular cluster, C3H10OS2 overall at a distorted geometry.

The value obtained for the calculated total energy is -26991.0902 eV. Its HOMO-LUMO gap is 8.998 eV. As for the energy above the lowest of the compared OMol25 structures with the same formula, charge and spin: 0.200 eV. As for the multiplicity: 1.

```
16
Properties=species:S:1:pos:R:3:mulliken_charge:R:1
C 0.680 0.934 -0.047 -1.05
C -0.176 0.022 0.880 -0.23
S -1.703 -0.443 0.071 -0.12
S -2.251 -2.162 1.004 -0.09
C -0.969 -3.397 0.585 -0.81
H 0.783 0.358 -0.982 0.29
H 1.687 1.137 0.354 0.32
H 0.193 1.896 -0.279 0.27
H 0.339 -0.921 1.144 0.21
H -0.452 0.530 1.824 0.34
H -0.676 -3.398 -0.479 0.30
H -1.437 -4.367 0.821 0.30
H -0.060 -3.285 1.200 0.27
O 1.316 4.187 -1.674 -0.63
H 2.089 4.674 -2.038 0.31
H 0.636 4.235 -2.384 0.32
```

=====

[3]
Density functional theory data (the ωB97M-V functional and the def2-TZVPD basis) for an isolated ion of composition C7H13N2 and charge +1 at a distorted geometry.

The value obtained for the calculated total energy is -10442.9587 eV. Its charge is +1. Its HOMO-LUMO gap is 10.861 eV. As for the energy above the lowest of the compared OMol25 structures with the same formula, charge and spin: 1.239 eV. As for the multiplicity: 1.

```
22
Properties=species:S:1:pos:R:3:mulliken_charge:R:1
C 1.052 0.874 -1.140 -1.43
C 0.579 -0.049 -0.040 1.93
C 1.135 -1.465 -0.179 -1.56
C 0.941 0.620 1.346 -1.56
C -0.833 -0.049 -0.013 -0.23
N -1.622 1.104 -0.197 -0.08
C -2.964 0.708 -0.165 -0.33
C -2.986 -0.610 0.192 -0.33
N -1.674 -1.009 0.238 0.02
H 1.091 1.882 -0.712 0.36
H 0.192 0.877 -1.892 0.33
H 2.017 0.554 -1.608 0.37
H 0.773 -2.219 0.639 0.29
H 0.659 -1.794 -1.181 0.43
H 2.252 -1.661 -0.091 0.34
H 0.523 0.082 2.264 0.33
H 0.499 1.590 1.300 0.50
H 2.084 0.743 1.503 0.36
H -1.491 2.157 -0.302 0.34
H -3.704 1.469 -0.144 0.40
H -3.809 -1.440 0.105 0.31
H -1.428 -1.963 0.307 0.21
```

=====

[4]
Density functional theory data (the ωB97M-V functional and the def2-TZVPD basis) for C4H16AlN8O12P2 as an isolated structure at a distorted geometry.

The value obtained for the calculated total energy is -66066.3116 eV. Its charge is -3. Its HOMO-LUMO gap is 1.357 eV. As for the multiplicity: 1.

```
43
Properties=species:S:1:pos:R:3:mulliken_charge:R:1
Al -29.735 12.291 -5.238 0.87
P -31.502 11.509 -9.775 0.83
O -32.733 10.733 -9.344 -0.55
O -31.434 11.329 -11.285 -0.78
O -30.446 10.701 -9.041 -0.44
O -31.466 12.885 -9.077 -0.72
P -29.272 7.433 -4.175 0.86
O -28.501 7.277 -5.520 -0.58
O -28.608 8.511 -3.287 -0.72
O -29.800 6.118 -3.570 -0.83
O -30.441 8.204 -4.824 -0.53
C -30.718 11.580 0.397 0.30
O -30.296 12.209 -0.628 -0.50
N -31.159 12.159 1.542 -0.50
N -30.803 10.268 0.621 -0.41
H -31.735 11.677 2.217 0.24
H -31.044 13.160 1.604 0.29
H -30.804 9.780 1.505 0.22
H -30.417 9.747 -0.154 0.29
C -32.495 16.430 -2.152 -0.09
O -32.085 15.721 -3.010 -0.33
N -31.823 16.630 -1.059 -0.46
N -33.614 17.127 -2.173 -0.44
H -30.845 16.392 -0.976 0.28
H -32.319 17.184 -0.375 0.34
H -34.238 16.952 -2.948 0.27
H -33.948 17.888 -1.598 0.27
C -24.393 10.361 -5.416 0.66
O -25.321 10.974 -5.957 -0.67
N -24.643 9.231 -4.837 -0.36
N -23.142 10.690 -5.424 -0.38
H -23.904 8.622 -4.515 0.13
H -25.620 8.982 -4.793 0.24
H -22.744 11.485 -5.903 0.22
H -22.527 9.972 -5.069 0.14
C -25.790 15.234 -1.949 0.13
O -26.456 14.791 -2.898 -0.42
N -24.870 16.169 -1.949 -0.43
N -26.015 15.023 -0.657 -0.52
H -24.392 16.309 -1.071 0.29
H -24.482 16.760 -2.671 0.23
H -26.920 14.624 -0.454 0.27
H -25.197 14.921 -0.073 0.30
```

=====

[5]
Density functional theory data (the ωB97M-V functional and the def2-TZVPD basis) for C5H8CsO3 as an isolated structure at a distorted geometry.

The value obtained for the calculated total energy is -11994.7838 eV. Its charge is +1. Its HOMO-LUMO gap is 8.424 eV. As for the energy above the lowest of the compared OMol25 structures with the same formula, charge and spin: 2.492 eV. As for the multiplicity: 1.

```
17
Properties=species:S:1:pos:R:3:mulliken_charge:R:1
H 0.112 1.645 -0.833 0.25
O -0.643 0.156 0.555 -0.09
C 0.414 0.983 0.958 0.51
O 0.666 1.158 2.122 -0.43
Cs 0.938 -1.290 4.703 0.98
O 1.653 0.841 0.016 -0.28
C 1.284 1.243 -1.281 -0.03
C -1.187 -0.612 1.478 -0.01
C -2.376 -1.300 0.973 -0.92
H -2.774 -0.925 0.020 0.26
H -2.149 -2.378 0.934 0.31
H -3.118 -1.256 1.791 0.32
C 1.300 0.114 -2.272 -1.07
H 1.966 2.063 -1.536 0.29
H 0.754 -0.767 -1.914 0.26
H 2.340 -0.141 -2.519 0.32
H 0.820 0.465 -3.195 0.32
```

=====

[6]
Density functional theory data (the ωB97M-V functional and the def2-TZVPD basis) for C9H17N5ReSSbSe4 as an isolated structure.

The value obtained for the calculated total energy is -297904.5626 eV. Its charge is +4. Its HOMO-LUMO gap is 4.612 eV. As for the multiplicity: 1.

```
38
Properties=species:S:1:pos:R:3:mulliken_charge:R:1
Re 0.947 -1.126 0.669 0.94
Se 0.815 -7.740 -2.776 -0.10
Sb 2.380 -7.889 -1.153 1.19
Se 1.716 -3.022 -0.132 0.16
Se -0.834 -1.479 1.854 0.22
Se 4.009 -8.183 0.383 -0.08
C -1.821 4.160 -2.366 -1.41
C -2.495 2.981 -1.696 -0.24
N -1.441 2.102 -1.081 -0.23
C -1.337 0.803 -1.149 0.72
S 0.395 0.187 -1.092 -0.24
N -2.280 -0.073 -1.382 -0.08
C -3.764 0.115 -1.242 -0.60
C -4.482 -0.081 -2.561 -1.05
H -2.591 4.796 -2.801 0.39
H -1.155 3.843 -3.168 0.37
H -1.270 4.770 -1.648 0.43
H -3.046 2.371 -2.407 0.23
H -3.165 3.301 -0.897 0.35
H -0.661 2.617 -0.690 0.29
H -1.993 -0.989 -1.702 0.32
H -3.931 1.098 -0.812 0.37
H -4.079 -0.626 -0.506 0.36
H -4.187 0.658 -3.306 0.32
H -5.554 0.017 -2.393 0.36
H -4.304 -1.077 -2.969 0.39
N 4.682 -1.179 4.639 -0.35
C 4.056 -0.553 3.656 0.42
C 3.046 -1.168 2.870 -0.25
N 2.421 -0.444 1.930 -0.09
C 2.752 0.851 1.717 0.03
C 3.791 1.398 2.474 -0.46
N 4.418 0.722 3.402 -0.40
H 4.482 -2.126 4.913 0.21
H 5.408 -0.683 5.140 0.28
H 2.762 -2.201 2.998 0.43
H 2.210 1.426 0.982 0.40
H 4.100 2.424 2.301 0.40
```

=====

| no. | HOMO (eV) |
| --- | --- |
| 1 | -8.98 |
| 2 | -8.33 |
| 3 | -13.89 |
| 4 | 3.51 |
| 5 | -12.35 |
| 6 | -19.77 |